DFT (wB97M-V/def2-TZVPD) results for a gas-phase ion, C7H12N2PS (charge +1) in a non-equilibrium geometry.

Atoms and positions in Å:
1 C -0.946198 -2.447756 1.019824
2 C -1.436153 -1.216942 1.470533
3 C -0.871391 -0.077092 0.932852
4 C 0.632344 0.756869 -0.681900
5 C -2.510758 -1.151666 2.505541
6 C 1.900921 2.162781 -2.091521
7 C 1.992676 -0.303125 -2.344671
8 N 0.075105 -0.148813 -0.021382
9 N 1.449822 0.857581 -1.659470
10 P -1.510994 1.587278 1.362150
11 S 0.224514 -2.538473 -0.135824
12 H -1.328063 -3.371672 1.429861
13 H -2.884245 -2.144587 2.732589
14 H -3.342366 -0.539978 2.160440
15 H -2.133441 -0.714997 3.429588
16 H 2.983032 2.237600 -1.981949
17 H 1.644348 2.316764 -3.139828
18 H 1.425904 2.938009 -1.495787
19 H 2.403427 0.010638 -3.300345
20 H 2.780808 -0.763903 -1.747778
21 H 1.209791 -1.043443 -2.508000
22 H -0.259799 2.202809 1.325732
23 H -1.499286 1.392119 2.739344

Forces on atoms 1 to 6 (eV/Å):
C 0.56 0.24 -0.60
C 0.13 0.33 -0.06
C -0.83 -0.28 0.68
C 0.10 -0.31 -0.18
C -0.02 0.12 0.14
C 0.28 0.75 -0.28

- largest force on an atom (eV/Å) = 1.10
- HOMO energy (alpha / beta) (eV) = -12.662 / -12.574
- total energy (eV) = -30547.9918
- charge = +1
- HOMO-LUMO gap (alpha / beta) (eV) = 7.60 / 7.32
- LUMO energy (alpha / beta) (eV) = -5.060 / -5.258


DFT (wB97M-V/def2-TZVPD) results for a molecular structure, C30H44IrN6OTe.

Atoms and positions in Å:
1 Ir -1.574221 0.170194 0.260177
2 C -3.881498 -1.995860 0.366470
3 C -3.674294 -1.391219 1.740527
4 N -3.357920 0.055514 1.630447
5 C -4.506196 0.913876 1.208769
6 C -4.120249 1.854960 0.075235
7 N -3.300288 1.147839 -0.936304
8 C -4.050678 0.165093 -1.763556
9 C -3.275326 -1.135446 -1.893085
10 N -2.786538 -1.582116 -0.564108
11 H -4.832874 -1.690083 -0.063848
12 H -3.919567 -3.081091 0.456045
13 H -2.817553 -1.857306 2.223246
14 H -4.556755 -1.564234 2.360613
15 H -3.033548 0.359132 2.543228
16 H -4.856447 1.509065 2.050901
17 H -5.332778 0.266855 0.918339
18 H -3.524364 2.684801 0.457671
19 H -5.024394 2.276998 -0.369556
20 H -2.885563 1.844982 -1.545083
21 H -4.259920 0.565679 -2.755485
22 H -5.018968 -0.007369 -1.296865
23 H -2.396759 -0.982751 -2.520679
24 H -3.895845 -1.896404 -2.372091
25 H -2.163397 -2.370993 -0.699683
26 C 0.110783 1.060337 4.255386
27 N 0.452974 -0.338746 4.496406
28 C 1.204839 -0.603736 5.741743
29 C 0.930569 -1.999380 6.241958
30 C 1.229034 -2.968608 5.123233
31 N 0.539140 -2.584639 3.894555
32 C 0.286973 -3.636541 2.938477
33 C 0.072574 -1.262884 3.601362
34 O -0.616523 -1.056735 2.603348
35 H -0.647190 1.371825 4.977277
36 H -0.260383 1.185036 3.244089
37 H 1.001215 1.668420 4.414642
38 H 0.906092 0.151739 6.466024
39 H 2.269195 -0.451214 5.534181
40 H -0.110156 -2.096603 6.557820
41 H 1.561029 -2.221878 7.101399
42 H 0.931950 -3.993068 5.354828
43 H 2.304949 -3.000818 4.889578
44 H -0.469186 -4.309454 3.361555
45 H 1.205132 -4.214358 2.808092
46 H -0.066617 -3.219162 2.004088
47 C 4.185318 2.709914 1.027333
48 C 2.871743 2.065168 0.725528
49 C 2.707125 0.678090 0.722466
50 C 1.473527 0.122101 0.463065
51 N 0.387090 0.868425 0.187555
52 C 0.541843 2.214138 0.158315
53 C 1.740741 2.831576 0.420228
54 H 4.921807 1.993517 1.382405
55 H 4.064775 3.502181 1.767151
56 H 4.580756 3.186929 0.127053
57 H 3.550002 0.027323 0.917117
58 H 1.332112 -0.950287 0.446441
59 H -0.335661 2.796417 -0.097910
60 H 1.799049 3.912197 0.381861
61 Te 0.017196 0.723250 -3.432337
62 C 1.073149 2.036647 -4.637447
63 C 1.031313 1.781896 -6.007672
64 C 1.639051 2.692837 -6.860215
65 C 2.279606 3.811534 -6.343442
66 C 2.325948 4.037150 -4.971537
67 C 1.698718 3.160178 -4.100833
68 C 1.367671 -0.823617 -3.468068
69 C 2.724195 -0.523921 -3.282814
70 C 3.639473 -1.562056 -3.272267
71 C 3.212175 -2.869839 -3.487105
72 C 1.863715 -3.159156 -3.683313
73 C 0.928716 -2.139244 -3.664441
74 H 0.531077 0.912496 -6.416934
75 H 1.606607 2.526510 -7.928547
76 H 2.755769 4.512435 -7.016123
77 H 2.854583 4.896772 -4.582071
78 H 1.714271 3.346631 -3.033942
79 H 3.058132 0.499411 -3.160177
80 H 4.691583 -1.352372 -3.132155
81 H 3.940496 -3.669192 -3.529908
82 H 1.551093 -4.174952 -3.885453
83 H -0.115220 -2.360734 -3.853177

Forces on atoms 1 to 6 (eV/Å):
Ir -0.85 0.02 -0.33
C 0.04 0.00 -0.03
C -0.06 -0.02 0.01
N 0.29 -0.03 0.13
C 0.04 0.01 -0.03
C -0.03 -0.04 0.03

- largest force on an atom (eV/Å) = 0.92
- HOMO energy (alpha / beta) (eV) = -18.378 / -18.421
- total energy (eV) = -52903.3817
- charge = +4
- 2S+1 = 6
- HOMO-LUMO gap (alpha / beta) (eV) = 8.45 / 4.45
- LUMO energy (alpha / beta) (eV) = -9.924 / -13.967


DFT (wB97M-V/def2-TZVPD) results for a molecular structure, C37H37F3FeO2P2 in a non-equilibrium geometry.

Atoms and positions in Å:
1 Fe 0.173411 -0.366188 -0.557276
2 C -2.173078 -0.101773 0.819078
3 C -2.192331 -0.402601 -0.515358
4 C -2.633200 0.541882 -1.613095
5 C -1.491423 1.315064 -2.309277
6 C -0.352017 1.697193 -1.405334
7 C -0.468162 2.136825 -0.113804
8 C -1.752076 2.414354 0.582073
9 C -2.267513 1.235265 1.439393
10 C 2.098647 0.380314 -0.393536
11 H -2.205750 -0.928373 1.528837
12 H -2.169204 -1.465292 -0.803806
13 H -3.398636 1.248905 -1.257166
14 H -3.124363 -0.068037 -2.388995
15 H -1.077926 0.697691 -3.124194
16 H -1.929961 2.204762 -2.799470
17 H 0.609646 1.863800 -1.907779
18 H 0.447791 2.434088 0.409005
19 H -2.532069 2.719521 -0.128749
20 H -1.597644 3.257278 1.274290
21 H -1.688368 1.203003 2.377823
22 H -3.308056 1.465858 1.727416
23 H 2.596630 0.037279 0.534157
24 H 2.209891 1.478191 -0.476410
25 H 2.602573 -0.122880 -1.243784
26 P 0.127274 -2.377245 -9.387735
27 P 2.140291 0.444709 -9.649640
28 C -0.381823 -0.772605 -10.041410
29 C 0.383832 0.356433 -10.053558
30 C -0.769474 -3.529805 -10.514012
31 C -1.947089 -3.198597 -11.199432
32 C -2.580750 -4.148030 -12.021400
33 C -2.047821 -5.430332 -12.155378
34 C -0.865287 -5.769600 -11.481396
35 C -0.218070 -4.821041 -10.678633
36 C -0.884089 -2.454854 -7.848148
37 C -0.501464 -1.597278 -6.797925
38 C -1.240011 -1.586329 -5.617360
39 C -2.360685 -2.414879 -5.470726
40 C -2.718165 -3.281334 -6.509660
41 C -1.971679 -3.321372 -7.690602
42 C 2.729282 1.226040 -11.240582
43 C 2.709416 0.424735 -12.402306
44 C 3.074111 0.960401 -13.641925
45 C 3.470980 2.302892 -13.736205
46 C 3.521525 3.098785 -12.585526
47 C 3.171205 2.555173 -11.338421
48 C 2.196009 1.878988 -8.509643
49 C 3.321223 1.956603 -7.661113
50 C 3.452651 3.036394 -6.790592
51 C 2.471092 4.036052 -6.743046
52 C 1.354111 3.945194 -7.577341
53 C 1.203928 2.861629 -8.454767
54 H -1.410778 -0.714458 -10.414935
55 H -0.036072 1.288919 -10.461287
56 H -2.387008 -2.210431 -11.105378
57 H -3.492957 -3.866898 -12.551920
58 H -2.549178 -6.171072 -12.788212
59 H -0.441894 -6.770586 -11.583626
60 H 0.715761 -5.074410 -10.172970
61 H 0.368665 -0.943627 -6.922390
62 H -0.938114 -0.933112 -4.803899
63 H -2.945147 -2.385856 -4.552294
64 H -3.577623 -3.931393 -6.401940
65 H -2.244861 -4.017085 -8.486658
66 H 2.388004 -0.617772 -12.336081
67 H 3.045304 0.333344 -14.537629
68 H 3.743215 2.727303 -14.707382
69 H 3.828027 4.144632 -12.649875
70 H 3.223679 3.183424 -10.447833
71 H 4.082609 1.173259 -7.700544
72 H 4.325090 3.101684 -6.147157
73 H 2.577435 4.878382 -6.058050
74 H 0.589880 4.715349 -7.554705
75 H 0.323893 2.795831 -9.091854
76 F 1.088684 -2.122646 4.458067
77 C 0.812038 -2.522769 3.195297
78 F 1.884350 -3.245521 2.750646
79 F -0.260414 -3.375672 3.257630
80 C 0.498745 -1.313756 2.209335
81 O 0.450735 -0.194382 2.728911
82 O 0.306694 -1.646734 0.985172

Forces on atoms 1 to 6 (eV/Å):
Fe 0.96 0.37 1.68
C -0.63 -0.88 -1.20
C -0.65 -0.06 0.83
C -0.11 0.14 -0.50
C -0.29 0.06 -0.30
C -0.05 1.30 0.57

- largest force on an atom (eV/Å) = 1.97
- HOMO energy (alpha / beta) (eV) = -7.636 / -8.087
- total energy (eV) = -104178.6834
- 2S+1 = 5
- HOMO-LUMO gap (alpha / beta) (eV) = 7.26 / 7.61
- LUMO energy (alpha / beta) (eV) = -0.376 / -0.474